--- i ---
Computed, not measured: CH4CsN2O as an isolated structure, with ωB97M-V/def2-TZVPD.

Calculated values
HOMO-LUMO gap: 10.14 eV
Total charge: +1

Last column: Mulliken charge in e.
CARTESIAN COORDINATES (ANGSTROEM)
1 Cs -3.09185 -0.77879 2.55184  1.0156
2 C -0.04512 -0.08618 -0.12699  0.5931
3 O -1.10894 -0.50588 0.33678  -0.6247
4 N 0.35690 -0.37121 -1.38604  -0.3802
5 N 0.80246 0.69191 0.60329  -0.3667
6 H -0.24385 -0.92805 -1.96613  0.2185
7 H 1.20885 -0.01901 -1.78385  0.1849
8 H 0.46830 0.90929 1.52188  0.1775
9 H 1.65324 1.08791 0.24922  0.1820

=====

--- ii ---
Computed, not measured: CH4CsN2O as an isolated structure, with ωB97M-V/def2-TZVPD.

Calculated values
HOMO-LUMO gap: 8.08 eV
Total charge: +1

Last column: Mulliken charge in e.
CARTESIAN COORDINATES (ANGSTROEM)
1 Cs -4.80645 2.28025 -3.70338  1.0000
2 C 0.18343 -0.09098 0.21875  0.6633
3 O -0.76434 0.37237 -0.38555  -0.6954
4 N 0.14139 -1.16152 0.93923  -0.3657
5 N 1.35821 0.37407 0.11144  -0.3629
6 H -0.68794 -1.72367 1.06694  0.2067
7 H 0.92237 -1.31782 1.56030  0.1731
8 H 2.16079 0.06274 0.63968  0.1694
9 H 1.49257 1.20459 -0.44739  0.2116

=====

It is i that is most stable; the runner-up trails by 0.0456 hartree.

=====

--- i ---
Computed, not measured: a 4-piece molecular cluster, C5H16NO5 overall, with ωB97M-V/def2-TZVPD.

Calculated values
HOMO-LUMO gap: 8.55 eV
Total charge: -1

Last column: Mulliken charge in e.
CARTESIAN COORDINATES (ANGSTROEM)
1 O 2.47839 1.51728 0.45764  -0.7859
2 C 1.37341 0.96986 0.28243  0.2440
3 O 0.65494 0.63640 1.23328  -0.7251
4 C 0.80058 0.56641 -1.10700  -0.4212
5 C 0.33224 -0.87992 -0.99281  0.8550
6 C -0.68078 -1.27494 -2.07273  -1.3769
7 C 1.53437 -2.04198 -0.99679  -1.3154
8 N 1.80326 0.76149 -2.13548  -0.6238
9 H 0.02118 1.26847 -1.34542  0.5207
10 H 0.02742 -0.97004 0.14585  0.0866
11 H -0.84274 -2.34679 -2.20856  0.3803
12 H -0.26876 -0.59616 -2.94823  0.2768
13 H -1.57373 -0.79434 -1.86171  0.3714
14 H 2.58261 -1.65161 -0.52077  0.2889
15 H 1.96746 -2.40150 -2.00453  0.3147
16 H 1.25644 -2.95583 -0.40335  0.3525
17 H 1.94789 1.75609 -2.33694  0.2458
18 H 2.67823 0.28837 -1.85576  0.3068
19 H -2.23061 2.26379 2.88568  0.2495
20 H -1.46612 0.90895 3.03423  0.4600
21 O -2.36778 1.39165 2.83727  -0.7543
22 H -2.59896 1.62995 0.54182  0.3482
23 H -3.63991 0.97759 1.43184  0.3552
24 O -3.44350 1.14678 0.45132  -0.6720
25 H 0.41098 0.46438 2.72181  0.5557
26 H -0.51585 -0.78188 3.21411  0.3201
27 O -0.24064 0.14754 3.55280  -0.8578

=====

--- ii ---
Computed, not measured: a 4-piece molecular cluster, C5H16NO5 overall, with ωB97M-V/def2-TZVPD.

Calculated values
HOMO-LUMO gap: 7.93 eV
Total charge: -1

Last column: Mulliken charge in e.
CARTESIAN COORDINATES (ANGSTROEM)
1 C -0.19530 2.06788 -0.30424  -1.3841
2 C 0.06092 0.79168 -1.12769  0.2807
3 C -1.18815 -0.08666 -1.23215  0.3821
4 C -1.32396 -0.79672 -2.52429  -0.1074
5 O -2.03501 -0.40811 -3.42700  -0.5291
6 N 1.27717 0.25482 -0.45449  -0.3981
7 C 1.11427 -0.22063 1.01904  -0.7054
8 O 0.03561 -0.98242 1.31137  -1.0182
9 H -0.76156 2.93529 -0.66408  0.3926
10 H -0.72712 1.76560 0.60647  0.2961
11 H 0.73519 2.54637 0.02003  0.0802
12 H 0.39498 1.17614 -2.10513  0.3255
13 H -2.01460 0.60419 -1.03780  0.3320
14 H -1.14842 -0.71495 -0.34429  -0.4094
15 H -0.84524 -1.78271 -2.65346  0.3677
16 H 1.44790 -0.60851 -0.96806  0.3315
17 H 1.21313 0.63106 1.71076  0.4059
18 H 1.98864 -0.89064 0.97130  0.3751
19 H 2.12151 2.45194 0.86068  0.3542
20 H 2.79633 3.07526 -0.31198  0.3507
21 O 2.83076 3.05261 0.64142  -0.6995
22 H -1.72850 -1.78512 1.17208  0.3782
23 H -1.95288 -3.22611 0.89235  0.2827
24 O -2.35823 -2.36875 0.76206  -0.6617
25 H 0.46846 -1.12923 2.99569  0.4013
26 H 1.91885 -1.50371 3.39308  0.2707
27 O 1.09749 -1.21309 3.76443  -0.6940

=====

It is i that is most stable; the runner-up trails by 0.0307 hartree.